# 1
C39H39BrF12NO2PRh | wB97M-V/def2-TZVPD

Properties
* frontier orbital gap (spin up / spin down): 5.83 / 5.58 eV
* total charge: -1
* F_max: 2.53 eV/A
* HOMO (spin up / spin down): -4.16 / -4.05 eV
* E_LUMO (spin up / spin down): 1.67 / 1.53 eV

The geometry in XYZ format:
```
96
Properties=species:S:1:pos:R:3:mulliken_charge:R:1
Rh 0.55 -0.17 -0.16 -0.293
C -3.64 5.76 1.20 -1.730
C -2.87 4.48 1.14 0.457
C -3.06 3.49 2.10 -1.028
C -2.29 2.35 2.08 -0.050
C -1.27 2.15 1.12 -0.840
N -0.45 1.09 1.32 1.737
C -0.12 0.83 2.62 -0.847
C 0.23 1.94 3.42 0.304
C 0.55 1.82 4.75 -1.311
C 0.54 0.57 5.35 0.434
C 0.85 0.40 6.81 -1.668
C 0.26 -0.54 4.57 -0.537
C -0.07 -0.44 3.22 -1.351
C -0.51 -1.68 2.44 1.559
O -0.74 -1.54 1.14 0.525
C 0.50 -2.88 2.56 0.177
F 1.06 -3.12 3.77 -0.310
F -0.09 -4.04 2.22 -0.288
F 1.52 -2.72 1.71 -0.126
C -1.83 -2.15 3.14 0.460
F -2.55 -3.01 2.41 -0.208
F -2.64 -1.11 3.40 -0.223
F -1.63 -2.76 4.33 -0.301
C -1.19 3.09 0.07 -0.733
C -1.96 4.23 0.12 -0.793
C -0.21 2.85 -1.09 1.336
O -0.08 1.59 -1.49 0.205
C 1.18 3.45 -0.68 0.264
F 1.09 4.69 -0.15 -0.333
F 1.78 2.70 0.26 -0.100
F 2.04 3.55 -1.70 -0.325
C -0.65 3.65 -2.37 0.245
F -1.96 3.51 -2.62 -0.228
F -0.02 3.20 -3.46 -0.230
F -0.42 4.98 -2.35 -0.295
H -3.81 6.06 2.23 0.402
H -4.61 5.64 0.71 0.290
H -3.10 6.55 0.69 0.405
H -3.80 3.61 2.88 0.392
H -2.44 1.59 2.83 0.536
H 0.26 2.91 2.95 0.585
H 0.79 2.70 5.33 0.345
H 0.64 1.33 7.34 0.395
H 1.90 0.14 6.95 0.267
H 0.24 -0.39 7.24 0.386
H 0.27 -1.50 5.05 0.546
H -1.85 4.99 -0.64 0.515
Br 2.79 0.04 1.87 -0.102
C 4.17 -0.10 0.55 0.855
C 5.46 -0.20 0.98 -0.730
C 6.50 -0.27 0.04 -0.709
C 6.21 -0.23 -1.29 -0.913
C 4.88 -0.12 -1.75 1.349
C 4.59 -0.07 -3.12 -1.122
C 3.30 0.13 -3.54 -1.036
C 2.26 0.23 -2.61 0.478
C 2.45 0.05 -1.26 -1.359
C 3.80 -0.07 -0.81 0.943
H 5.68 -0.21 2.04 0.457
H 7.52 -0.35 0.39 0.379
H 7.00 -0.26 -2.03 0.390
H 5.39 -0.17 -3.83 0.343
H 3.08 0.20 -4.60 0.489
H 1.27 0.46 -2.98 0.482
C -3.53 -2.77 -1.13 -1.643
C -2.16 -3.20 -1.65 0.715
C -1.65 -4.34 -0.77 -1.380
P -0.90 -1.79 -1.72 0.936
C -1.74 -0.54 -2.84 1.366
C -2.72 0.29 -2.00 -2.022
C -2.37 -1.00 -4.14 -1.635
C 0.43 -2.57 -2.81 0.885
C 1.55 -3.12 -1.92 -1.318
C 0.02 -3.62 -3.84 -1.756
H -4.15 -3.65 -0.98 0.504
H -4.04 -2.12 -1.83 0.311
H -3.42 -2.26 -0.17 0.166
H -2.27 -3.55 -2.68 0.626
H -1.59 -4.00 0.26 -0.035
H -0.67 -4.68 -1.08 0.286
H -2.34 -5.18 -0.82 0.491
H -0.91 0.14 -3.09 -0.306
H -3.69 -0.19 -1.90 0.405
H -2.86 1.26 -2.45 0.461
H -2.31 0.44 -1.00 0.072
H -3.11 -1.79 -4.00 0.233
H -1.62 -1.36 -4.85 0.354
H -2.88 -0.15 -4.60 0.515
H 0.84 -1.71 -3.35 0.150
H 1.27 -4.04 -1.41 0.346
H 1.80 -2.38 -1.15 -0.070
H 2.45 -3.32 -2.51 0.413
H -0.31 -4.55 -3.38 0.308
H 0.89 -3.86 -4.46 0.491
H -0.76 -3.26 -4.50 0.316
```

---

# 2
C39H39BrN9O2SV | wB97M-V/def2-TZVPD

Properties
* expectation value of S²: 3.8354
* frontier orbital gap (spin up / spin down): 4.53 / 5.82 eV
* spin multiplicity: 4
* total charge: -1
* F_max: 4.28 eV/A
* HOMO (spin up / spin down): -2.84 / -4.13 eV
* E_LUMO (spin up / spin down): 1.69 / 1.69 eV

The geometry in XYZ format:
```
92
Properties=species:S:1:pos:R:3:lowdin_spin:R:1
V -0.67 0.54 0.40 1.877
C -1.56 2.30 1.53 -0.020
C -0.81 3.50 1.12 0.000
C 0.01 3.90 2.14 -0.009
C -0.19 3.00 3.26 -0.002
C -1.15 2.09 2.93 -0.003
C -1.83 1.16 3.88 0.000
C 0.57 3.12 4.55 0.000
C 0.90 5.10 2.24 -0.002
C -1.08 4.22 -0.17 0.000
C -3.07 2.40 1.31 0.002
H -2.56 1.71 4.49 0.000
H -1.12 0.69 4.56 0.000
H -2.37 0.37 3.34 0.000
H 0.35 4.07 5.05 0.000
H 1.65 3.09 4.37 0.000
H 0.32 2.31 5.23 0.000
H 0.57 5.74 3.07 0.000
H 0.87 5.70 1.32 0.000
H 1.94 4.82 2.43 -0.001
H -0.32 4.98 -0.38 0.000
H -2.05 4.73 -0.12 0.000
H -1.13 3.52 -1.01 0.000
H -3.48 3.19 1.95 -0.001
H -3.57 1.46 1.56 0.000
H -3.31 2.64 0.28 -0.001
Br 0.66 -5.81 -3.40 0.011
C 1.15 -5.83 -1.55 0.059
C 2.30 -6.50 -1.15 0.003
C 2.66 -6.49 0.18 0.040
C 1.90 -5.79 1.15 0.038
C 0.72 -5.14 0.70 0.049
C 0.35 -5.17 -0.63 -0.001
N 2.30 -5.88 2.46 0.227
N 1.83 -5.07 3.37 0.236
C 1.38 -3.83 3.07 0.006
C 0.38 -3.25 3.87 0.094
C -0.31 -2.12 3.46 -0.013
C 0.02 -1.44 2.29 0.108
O -0.71 -0.45 1.78 0.046
C 1.19 -1.85 1.60 0.011
N 1.61 -1.05 0.59 0.036
C 2.68 -1.40 -0.08 -0.010
C 3.44 -2.54 0.21 0.031
C 3.02 -3.36 1.24 -0.004
C 1.87 -3.04 1.96 0.023
H 2.90 -7.03 -1.88 -0.001
H 3.55 -7.02 0.51 0.002
H 0.08 -4.64 1.41 0.002
H -0.56 -4.68 -0.95 -0.001
H 0.07 -3.80 4.75 0.005
H -1.16 -1.77 4.04 -0.003
H 2.98 -0.74 -0.89 -0.001
H 4.32 -2.77 -0.36 0.003
H 3.60 -4.24 1.51 0.000
N 0.50 -2.90 -2.81 0.002
N 0.45 -1.57 -2.46 0.012
N 1.04 -0.62 -3.16 -0.002
C 0.70 0.46 -2.48 0.009
N -0.08 0.16 -1.44 -0.001
N -0.23 -1.14 -1.44 0.019
H 1.39 -3.30 -2.53 0.001
H -0.25 -3.38 -2.32 0.000
H 1.00 1.45 -2.76 0.001
N -7.93 -0.84 -6.17 0.007
C -7.13 -0.71 -5.36 0.002
C -6.14 -0.54 -4.35 0.013
C -6.53 -0.17 -3.06 -0.002
C -5.58 0.02 -2.07 0.015
C -4.22 -0.16 -2.34 0.012
C -3.84 -0.55 -3.64 0.015
C -4.78 -0.74 -4.62 -0.002
C -3.23 0.08 -1.34 0.068
C -2.38 0.32 -0.50 -0.027
H -7.58 -0.02 -2.85 0.000
H -5.88 0.30 -1.07 0.001
H -2.79 -0.71 -3.85 0.001
H -4.48 -1.03 -5.62 0.000
O 1.52 1.90 -0.25 0.017
S 2.28 3.16 -0.11 0.003
C 2.15 4.08 -1.73 0.000
C 3.38 3.75 -2.57 0.000
C 4.53 3.66 -1.57 0.000
C 4.04 2.72 -0.48 0.001
H 2.12 5.13 -1.46 0.000
H 1.20 3.80 -2.18 0.000
H 3.55 4.52 -3.32 0.000
H 3.25 2.79 -3.08 0.000
H 4.72 4.65 -1.14 0.000
H 5.45 3.31 -2.03 0.000
H 4.61 2.78 0.44 0.000
H 4.01 1.68 -0.82 0.000
```

---

# 3
C39H39CaN10O4S | wB97M-V/def2-TZVPD

Properties
* frontier orbital gap: 6.40 eV
* total charge: -1
* F_max: 0.18 eV/A
* HOMO: -3.97 eV
* E_LUMO: 2.43 eV

The geometry in XYZ format:
```
94
Properties=species:S:1:pos:R:3:nbo_charge:R:1
Ca 0.35 -0.47 -0.06 1.759
C 1.00 2.59 5.92 -0.621
C 0.26 1.86 4.83 -0.072
C -0.18 0.55 5.00 -0.187
C -0.78 -0.15 3.98 -0.229
C -1.01 0.41 2.70 0.257
N -1.51 -0.31 1.63 -0.779
C -2.57 -1.12 1.88 0.172
C -3.50 -0.92 2.93 -0.290
C -4.60 -1.74 3.13 -0.180
C -4.88 -2.81 2.29 -0.110
C -6.10 -3.68 2.48 -0.613
C -4.01 -3.01 1.23 -0.190
C -2.90 -2.20 1.03 0.128
N -2.09 -2.52 -0.11 -0.211
C -1.07 -3.40 -0.15 -0.056
C -0.75 -3.59 -1.47 -0.350
C -1.66 -2.77 -2.17 -0.057
N -2.48 -2.14 -1.35 -0.259
C -0.61 1.74 2.58 0.019
C 0.02 2.44 3.60 -0.187
N -0.85 2.46 1.37 -0.158
C -1.43 3.67 1.27 -0.037
C -1.33 4.07 -0.04 -0.354
C -0.67 3.00 -0.67 -0.044
N -0.38 2.04 0.18 -0.326
H 0.48 2.51 6.88 0.208
H 1.10 3.65 5.69 0.202
H 2.00 2.18 6.06 0.212
H 0.00 0.04 5.95 0.200
H -1.07 -1.18 4.14 0.218
H -3.34 -0.09 3.60 0.212
H -5.26 -1.52 3.96 0.192
H -6.46 -3.62 3.51 0.203
H -5.87 -4.73 2.27 0.206
H -6.92 -3.38 1.83 0.204
H -4.18 -3.82 0.53 0.206
H -0.63 -3.78 0.76 0.239
H 0.04 -4.21 -1.87 0.228
H -1.74 -2.60 -3.23 0.209
H 0.34 3.47 3.41 0.196
H -1.87 4.15 2.13 0.220
H -1.69 4.98 -0.49 0.221
H -0.38 2.90 -1.71 0.233
C 2.68 3.73 0.12 -0.685
C 2.60 2.23 0.16 0.202
N 2.38 1.48 -0.85 -0.138
O 2.24 2.19 -2.04 -0.585
C 2.75 1.55 1.47 0.172
C 3.58 2.16 2.55 -0.683
N 2.14 0.43 1.56 -0.153
O 2.33 -0.26 2.71 -0.447
H 2.24 4.11 -0.80 0.252
H 3.72 4.06 0.17 0.224
H 2.16 4.15 0.98 0.224
H 1.83 1.52 -2.62 0.506
H 4.43 2.70 2.13 0.213
H 3.93 1.38 3.22 0.251
H 2.98 2.86 3.13 0.230
C 0.68 -3.25 3.67 -0.249
O 1.52 -2.11 3.72 -0.570
C 2.07 -1.78 2.47 0.888
O 1.34 -1.98 1.43 -0.930
N 3.39 -2.38 2.46 -0.522
N 4.31 -1.87 1.50 -0.670
H 0.38 -3.46 4.69 0.176
H 1.22 -4.12 3.26 0.173
H -0.20 -3.06 3.06 0.183
H 3.80 -2.25 3.38 0.352
H 4.11 -0.89 1.32 0.332
H 4.15 -2.36 0.63 0.353
S 2.91 -2.21 -4.15 0.334
C 3.36 -3.31 -2.89 -0.227
C 4.24 -4.39 -2.95 -0.215
C 4.38 -5.16 -1.81 -0.225
C 3.65 -4.87 -0.65 -0.238
C 2.78 -3.80 -0.60 -0.173
C 2.65 -3.00 -1.73 0.078
N 1.80 -1.90 -1.84 -0.503
C 1.79 -1.42 -3.03 0.162
C 0.86 -0.38 -3.52 -0.244
C 0.89 -0.03 -4.88 -0.205
C -0.07 0.81 -5.40 -0.260
C -1.07 1.28 -4.55 -0.239
C -1.06 0.94 -3.21 -0.196
C -0.09 0.12 -2.60 -0.457
H 4.79 -4.61 -3.85 0.210
H 5.06 -6.01 -1.82 0.206
H 3.78 -5.49 0.23 0.214
H 2.23 -3.55 0.30 0.268
H 1.66 -0.42 -5.54 0.197
H -0.05 1.09 -6.44 0.199
H -1.86 1.91 -4.95 0.196
H -1.87 1.33 -2.59 0.187
```

---

# 4
C39H39F9N6O2P2S2Sc | wB97M-V/def2-TZVPD

Properties
* frontier orbital gap: 7.81 eV
* total charge: +1
* F_max: 1.56 eV/A
* HOMO: -10.64 eV
* E_LUMO: -2.83 eV

The geometry in XYZ format:
```
100
Properties=species:S:1:pos:R:3:mulliken_charge:R:1
Sc 0.75 -2.04 0.04 0.316
N 2.34 -5.39 -2.19 -0.153
C 2.07 -4.50 -1.20 -0.139
S 0.40 -4.44 -0.64 -0.513
N 3.04 -3.75 -0.76 -1.055
N 2.71 -2.87 0.24 0.737
C 3.59 -2.72 1.18 -0.736
C 3.27 -2.15 2.45 0.478
C 4.26 -2.06 3.44 -0.696
C 3.94 -1.75 4.74 -0.813
C 2.60 -1.57 5.10 -0.525
C 1.61 -1.67 4.15 -0.440
C 1.91 -1.91 2.80 0.768
O 0.94 -1.90 1.90 -0.119
H 1.70 -6.16 -2.27 0.282
H 3.32 -5.61 -2.34 0.282
H 4.57 -3.18 1.06 0.398
H 5.29 -2.26 3.16 0.418
H 4.72 -1.66 5.49 0.405
H 2.34 -1.37 6.12 0.464
H 0.56 -1.59 4.42 0.431
F -0.40 5.57 7.71 -0.278
C -1.07 5.73 6.56 0.817
F -2.38 5.83 6.88 -0.252
F -0.71 6.92 6.05 -0.256
C -0.83 4.62 5.58 0.231
C -0.06 3.52 5.90 -0.743
C 0.16 2.54 4.94 -0.897
C -0.42 2.63 3.68 0.392
C -1.22 3.73 3.39 0.181
C -1.40 4.73 4.32 -1.375
P 0.01 1.25 2.53 0.626
C 0.54 2.16 1.03 0.236
C 0.82 3.53 1.03 -0.340
C 1.39 4.15 -0.07 -1.395
C 1.70 3.41 -1.19 -0.156
C 1.48 2.04 -1.21 -1.032
C 0.93 1.41 -0.11 0.685
C 2.29 4.08 -2.40 0.954
F 3.03 5.14 -2.09 -0.266
F 3.06 3.24 -3.11 -0.258
F 1.32 4.51 -3.24 -0.261
C -1.72 0.73 2.12 1.268
C -2.65 1.56 1.50 -0.427
C -4.00 1.23 1.52 -1.526
C -4.41 0.04 2.09 0.296
C -3.48 -0.85 2.62 -1.115
C -2.14 -0.49 2.65 -0.326
C -5.88 -0.32 2.13 0.733
F -6.11 -1.44 1.40 -0.256
F -6.31 -0.56 3.37 -0.255
F -6.65 0.64 1.61 -0.295
H 0.37 3.42 6.89 0.489
H 0.80 1.70 5.17 0.457
H -1.71 3.83 2.43 0.539
H -1.99 5.61 4.08 0.433
H 0.60 4.13 1.90 0.527
H 1.61 5.20 -0.04 0.501
H 1.77 1.46 -2.08 0.424
H 0.83 0.31 -0.16 0.011
H -2.34 2.47 1.01 0.728
H -4.73 1.91 1.11 0.609
H -3.81 -1.79 3.04 0.503
H -1.42 -1.16 3.10 0.134
O -0.97 -1.27 -0.82 -0.541
S -1.80 -1.03 -2.08 0.704
C -3.50 -1.57 -1.70 -0.649
C -4.36 -0.56 -2.43 -0.868
C -3.83 0.82 -2.02 -0.023
C -2.30 0.74 -2.06 -0.171
H -3.59 -1.53 -0.62 0.146
H -3.66 -2.59 -2.04 0.465
H -5.41 -0.67 -2.17 0.440
H -4.27 -0.69 -3.51 0.332
H -4.17 1.04 -1.01 -0.312
H -4.20 1.59 -2.69 0.429
H -1.82 1.20 -1.19 -0.442
H -1.90 1.20 -2.96 0.654
C 1.98 -3.44 -5.47 -0.935
N 0.62 -3.07 -5.10 0.154
C 0.28 -1.78 -5.68 -1.005
N 1.22 -0.74 -5.32 0.164
C 2.56 -1.16 -5.73 -0.966
N 2.95 -2.41 -5.10 0.178
C 3.13 -2.29 -3.67 -1.357
P 1.54 -1.84 -2.75 1.986
C 0.44 -3.09 -3.67 -1.098
C 1.16 -0.39 -3.92 -1.033
H 2.02 -3.56 -6.55 0.307
H 2.25 -4.38 -4.98 0.403
H -0.73 -1.50 -5.35 0.355
H 0.27 -1.89 -6.77 0.332
H 3.28 -0.38 -5.48 0.344
H 2.55 -1.30 -6.81 0.344
H 3.85 -1.49 -3.46 0.517
H 3.52 -3.22 -3.27 0.458
H -0.61 -2.88 -3.44 0.330
H 0.67 -4.08 -3.30 0.697
H 1.89 0.39 -3.73 0.619
H 0.16 0.00 -3.69 0.187
```

---

# 5
C39H39N2Si | wB97M-V/def2-TZVPD

Properties
* frontier orbital gap: 5.00 eV
* total charge: +1
* F_max: 2.32 eV/A
* HOMO: -9.72 eV
* E_LUMO: -4.72 eV

The geometry in XYZ format:
```
81
Properties=species:S:1:pos:R:3:mulliken_charge:R:1
C 3.69 5.50 3.28 -1.563
C 2.40 4.81 3.08 -0.197
N 1.55 4.59 4.10 0.203
C 1.81 4.96 5.48 -0.890
C 0.38 3.98 3.64 0.353
C 0.48 3.89 2.23 1.097
C -0.68 3.60 1.49 -0.311
C -1.85 3.28 2.20 -0.771
C -1.89 3.32 3.61 -0.835
C -0.76 3.70 4.35 -0.951
C 1.85 4.26 1.86 1.278
C 2.42 4.24 0.61 -0.642
C 1.84 3.88 -0.65 0.413
C 1.30 2.59 -0.84 -0.542
C 0.79 2.20 -2.07 -0.303
C 0.78 3.11 -3.14 -0.489
C 1.26 4.42 -2.97 -0.676
C 1.82 4.80 -1.75 -0.632
H 4.17 5.58 2.31 0.340
H 3.52 6.52 3.67 0.382
H 4.40 4.99 3.95 0.379
H 1.00 4.67 6.16 0.340
H 2.74 4.47 5.81 0.318
H 1.95 6.05 5.55 0.336
H -0.62 3.63 0.41 0.553
H -2.74 3.02 1.63 0.493
H -2.81 3.08 4.15 0.408
H -0.76 3.85 5.43 0.252
H 3.39 4.79 0.52 0.249
H 1.33 1.91 0.02 0.547
H 0.44 1.17 -2.19 0.542
H 0.40 2.79 -4.11 0.442
H 1.28 5.12 -3.80 0.386
H 2.23 5.80 -1.61 0.465
C -4.46 -0.67 -0.17 -0.485
C -4.62 -1.94 -0.72 -0.705
C -3.50 -2.71 -1.07 -0.465
C -2.22 -2.19 -0.87 0.470
Si -0.66 -3.14 -1.29 -0.176
C -1.08 -4.88 -1.84 0.460
C -0.74 -5.30 -3.13 -0.470
C -1.11 -6.56 -3.60 -0.695
C -1.83 -7.44 -2.78 -0.477
C -2.18 -7.03 -1.50 -0.778
C -1.82 -5.76 -1.03 -0.187
C 0.26 -2.25 -2.62 0.588
C -0.44 -1.43 -3.52 -0.269
C 0.25 -0.73 -4.51 -0.719
C 1.64 -0.84 -4.60 -0.510
C 2.34 -1.67 -3.72 -0.782
C 1.65 -2.38 -2.73 -0.275
C 0.47 -2.93 0.22 0.186
C -0.10 -3.76 1.38 -0.444
C 0.37 -3.03 2.65 -0.855
C 0.89 -1.65 2.21 -0.679
N 0.80 -1.60 0.76 -0.104
C -2.06 -0.92 -0.29 -0.364
C -3.18 -0.15 0.04 -0.467
H -5.34 -0.07 0.10 0.387
H -5.62 -2.35 -0.87 0.385
H -3.62 -3.70 -1.51 0.454
H -0.19 -4.61 -3.78 0.313
H -0.84 -6.87 -4.61 0.397
H -2.12 -8.42 -3.15 0.378
H -2.75 -7.70 -0.86 0.395
H -2.13 -5.45 -0.03 0.321
H -1.53 -1.34 -3.44 0.390
H -0.29 -0.10 -5.21 0.426
H 2.19 -0.28 -5.37 0.396
H 3.42 -1.77 -3.80 0.431
H 2.19 -3.04 -2.05 0.360
H 1.42 -3.42 -0.14 0.330
H -1.19 -3.85 1.33 0.051
H 0.26 -4.79 1.32 0.357
H -0.44 -3.00 3.39 0.349
H 1.16 -3.60 3.13 0.270
H 0.28 -0.90 2.71 0.213
H 1.93 -1.49 2.49 0.425
H 1.57 -1.14 0.27 0.265
H -1.05 -0.56 -0.07 0.578
H -3.04 0.84 0.46 0.358
```

---

- Look up the F_max of the fifth one.
  2.32 eV/A

---

- F_max of number 3 (C39H39CaN10O4S)?
  0.18 eV/A

---

- Look up the total charge of the first one.
  -1

---

- total charge of number 2 (C39H39BrN9O2SV)?
  -1